[1]
# C9H14

2 unconnected molecules or ions with the total composition C9H14 (wB97M-V/def2-TZVPD, the OMol25 dataset).

Each line ends with the Löwdin charge.
Element x y z (Å)
C1 -1.84628 -0.39865 2.22788  -0.104
C2 -1.19810 0.66230 1.48383  -0.094
C3 0.11872 0.59604 1.01412  -0.076
C4 -0.29735 1.63152 -3.17818  -0.203
C5 2.37395 -0.59903 1.15463  -0.050
C6 -1.12919 -1.57059 2.34215  -0.081
C7 0.29155 -1.55199 2.06641  -0.068
C8 0.84906 -0.53414 1.39313  -0.338
C9 -0.49887 0.25140 -2.78322  -0.219
H1 2.52218 -1.17482 0.13271  0.117
H2 -2.89890 -0.23869 2.64212  0.120
H3 0.55493 1.83577 -2.41817  0.086
H4 2.68106 0.43734 0.93569  0.065
H5 0.38149 -0.25790 -3.06905  0.051
H6 2.83963 -1.09022 2.00481  0.067
H7 -0.82350 2.51472 -2.87914  0.039
H8 -1.12475 -0.23234 -3.55813  0.071
H9 0.68264 1.43833 0.53803  0.119
H10 -0.11375 1.80225 -4.32904  0.115
H11 -1.60918 -2.46923 2.68991  0.090
H12 0.95015 -2.40977 2.23734  0.113
H13 -0.79278 -0.17536 -1.85325  0.056
H14 -1.91269 1.53306 1.20541  0.122

Forces on atoms 1 to 3 (eV/Å):
0.2 1.2 -1.1
-2.0 1.1 -0.3
-0.5 0.4 0.8

Computed properties:
- F_max (eV Å⁻¹) = 4.6
- energy relative to the best compared isomer or geometry (same formula, charge and spin) (kcal per mole) = 52.7
- frontier orbital gap (eV) = 10.07
- structure (SMILES) = Cc1ccccc1.CC
- HOMO energy (eV) = -9.11



[2]
# C4H3NO2

A single C4H3NO2 molecule (wB97M-V/def2-TZVPD, the OMol25 dataset).

Each line ends with the Löwdin charge.
Element x y z (Å)
O1 -2.10136 1.09323 0.35528  0.094
O2 1.62482 -1.21347 0.93222  0.096
N1 0.58883 -0.97268 -2.34704  0.189
C1 0.45299 -0.35059 -1.38289  -0.197
C2 1.02488 -0.17593 1.00009  -0.202
C3 0.14148 0.35858 -0.14412  -0.210
C4 -1.38127 0.17819 0.06717  -0.206
H1 -1.75815 -0.84274 -0.13316  0.144
H2 1.09955 0.48742 1.88159  0.137
H3 0.30823 1.43799 -0.22913  0.155

Forces on atoms 1 to 3 (eV/Å):
0.4 -0.4 0.0
-0.4 0.5 0.1
-0.1 0.7 0.9

Computed properties:
- F_max (eV Å⁻¹) = 1.1
- energy relative to the best compared isomer or geometry (same formula, charge and spin) (kcal per mole) = 38.4
- frontier orbital gap (eV) = 10.53
- structure (SMILES) = N#CC(C=O)C=O
- HOMO energy (eV) = -10.90